This record from the Open Molecules 2025 dataset describes a molecular structure, C37H44IrN4O2Se. The level of theory is ωB97M-V with the def2-TZVPD basis set.

Last column: Löwdin charge in e.
Cartesian coordinates (Å):
H  0.00  0.51  3.61  0.009
C  2.82  -0.10  2.88  -0.108
H  2.54  1.53  -0.60  0.099
H  -0.31  -3.77  -2.61  0.061
H  4.48  -1.34  -2.11  0.088
H  1.44  -3.75  -2.86  0.086
C  4.89  1.45  -1.35  -0.057
C  -2.93  -1.10  -4.37  -0.058
C  -2.71  -4.38  1.04  -0.035
C  0.73  0.18  4.34  -0.056
C  -0.84  -1.17  -3.16  -0.144
H  0.62  -1.88  2.28  0.025
C  -3.39  -0.15  -3.48  -0.030
C  3.95  0.26  3.62  -0.045
O  -3.47  -1.19  3.70  0.089
C  1.77  -0.77  3.76  -0.376
H  5.44  1.21  -2.27  0.086
H  6.14  0.91  1.20  0.116
H  -4.20  1.67  -2.16  0.121
N  -0.48  0.23  -1.16  -0.057
C  5.19  0.71  1.68  -0.059
H  3.06  -0.32  -2.07  0.047
C  -3.01  -3.39  1.95  0.021
C  -1.62  3.54  1.54  -0.616
Ir  -0.72  0.09  0.93  1.033
H  0.85  1.24  -2.40  0.143
H  -4.30  0.15  -0.20  0.090
H  0.86  -1.40  -5.22  0.082
H  -2.87  0.95  0.46  0.004
C  -2.40  -2.15  1.82  -0.173
H  -4.62  3.60  3.08  0.105
H  3.90  0.13  4.70  0.117
C  -1.81  -4.10  0.02  -0.034
Se  -0.05  2.49  1.26  0.801
C  -3.28  1.45  -1.62  -0.355
H  -1.54  -4.84  -0.72  0.106
C  -2.42  2.71  -1.64  -0.053
H  -0.54  -2.57  -0.81  0.087
H  -0.87  5.23  0.44  0.096
H  -1.50  2.58  -1.08  0.016
C  4.58  0.16  -0.58  -0.377
C  1.39  -1.26  -4.27  -0.056
H  2.35  -1.11  4.63  0.117
C  4.11  0.37  0.86  -0.122
H  5.96  1.01  3.66  0.108
H  -2.88  6.60  0.90  0.100
H  -4.34  1.87  0.21  0.086
C  0.49  -3.34  -3.21  -0.060
H  1.60  -0.20  -4.16  0.071
H  -3.55  -1.44  -5.19  0.108
H  2.34  -1.80  -4.33  0.081
H  -3.70  -3.53  2.77  0.127
N  -1.54  -1.89  0.84  -0.032
C  -2.68  -1.02  2.80  -0.579
N  1.63  0.17  0.67  -0.005
C  -2.69  3.09  2.31  -0.113
C  3.79  -0.82  -1.44  -0.067
O  -2.02  0.06  2.56  -0.233
C  2.84  0.13  1.47  -0.108
C  -1.66  -1.60  -4.20  -0.043
H  -2.69  2.10  2.74  0.080
H  3.99  1.99  -1.65  0.067
C  -2.63  0.32  -2.42  -0.115
C  5.11  0.73  3.05  -0.064
C  -3.77  3.93  2.49  -0.151
C  -1.68  4.83  1.03  -0.140
C  1.69  0.89  -0.40  -0.280
C  1.21  -2.06  3.17  -0.061
H  5.50  2.13  -0.76  0.080
C  0.54  -1.80  -3.11  -0.385
N  -3.85  5.17  2.00  0.048
H  0.34  -3.67  -4.23  0.079
H  -2.97  3.54  -1.19  0.081
H  0.58  -2.56  3.90  0.085
H  3.28  -1.57  -0.84  0.090
H  -3.17  -5.35  1.11  0.113
C  -1.24  -2.84  -0.04  -0.096
H  -2.17  2.99  -2.67  0.088
H  0.18  -0.31  5.15  0.088
H  1.02  -1.55  -2.17  0.097
H  -4.38  0.27  -3.62  0.114
C  -1.33  -0.21  -2.25  -0.128
C  0.64  0.82  -1.41  -0.158
C  -3.72  1.07  -0.21  -0.054
H  -1.28  -2.34  -4.88  0.112
C  -2.81  5.60  1.29  -0.167
H  1.22  1.07  4.75  0.086
H  5.55  -0.32  -0.43  0.127
H  2.02  -2.74  2.90  0.084

E_tot, eV: -117323.560
Relative energy (zero: lowest compared OMol25 entry of this formula, charge and spin), kcal/mol: 0.0
E_HOMO (alpha / beta), Eh: -0.269 / -0.267
Max |F|, eV/Å: 1.6
2S+1: 2
Orbital gap (alpha / beta), eV: 6.15 / 6.13

This record from the Open Molecules 2025 dataset describes a single C2H3ClS molecule. The level of theory is ωB97M-V with the def2-TZVPD basis set.

Last column: Löwdin charge in e.
Cartesian coordinates (Å):
Cl  2.23  0.73  -0.17  0.551
H  1.26  -1.45  0.10  0.005
S  -1.85  0.93  -0.19  0.647
C  -0.37  -0.36  -0.09  -0.429
C  1.01  -0.54  -0.26  -0.581
H  -1.23  1.88  0.47  -0.204
H  -1.04  -1.19  0.13  0.011

Structure (SMILES): S/C=C\Cl
E_tot, eV: -25478.153
Relative energy (zero: lowest compared OMol25 entry of this formula, charge and spin), kcal/mol: 32.6
E_HOMO, Eh: -0.341
Max |F|, eV/Å: 6.5
Orbital gap, eV: 9.76

This record from the Open Molecules 2025 dataset describes a molecular structure, C4H4N2. The level of theory is ωB97M-V with the def2-TZVPD basis set.

Last column: Löwdin charge in e.
Cartesian coordinates (Å):
N  -1.28  0.27  -0.77  0.073
C  0.84  -0.47  0.66  -0.287
H  1.84  0.38  0.40  0.193
C  -0.10  0.34  -1.34  -0.142
C  -1.30  0.13  0.58  -0.203
H  1.56  -1.14  1.12  0.112
C  1.14  -0.06  -0.64  -0.042
H  -0.14  0.49  -2.42  0.100
N  -0.31  -0.23  1.35  0.087
H  -2.25  0.29  1.08  0.110

E_tot, eV: -7188.550
Relative energy (zero: lowest compared OMol25 entry of this formula, charge and spin), kcal/mol: 95.4
E_HOMO, Eh: -0.338
Max |F|, eV/Å: 2.3
Orbital gap, eV: 8.87

This record from the Open Molecules 2025 dataset describes a molecular structure, C41H40AsCrN3O2. The level of theory is ωB97M-V with the def2-TZVPD basis set.

Last column: Löwdin charge in e.
Cartesian coordinates (Å):
C  2.55  4.10  0.82  -0.081
C  5.74  -2.68  -1.49  -0.049
H  4.06  0.59  2.82  0.084
H  -1.90  -0.54  1.88  0.068
H  3.47  -1.06  2.58  0.093
H  1.39  0.96  -2.46  0.053
C  2.37  -2.03  0.14  -0.320
C  3.26  -0.01  2.37  -0.046
C  -1.82  0.41  2.42  -0.079
H  -4.65  3.09  1.56  0.122
H  1.56  2.68  6.32  0.083
C  4.01  -0.88  -1.76  -0.013
C  1.97  0.84  4.28  -0.019
H  2.93  0.94  4.77  0.120
H  -4.16  3.07  -1.91  0.115
C  -3.84  1.67  0.20  -0.265
H  -3.59  -3.45  -1.57  0.096
H  0.52  -3.07  -5.22  0.109
C  -1.97  -3.00  -2.89  -0.096
C  0.93  1.80  6.34  -0.048
C  -2.86  -5.22  -2.54  -0.083
N  0.00  1.67  -0.23  -0.350
C  -1.05  -4.91  -4.08  -0.040
H  5.76  -2.97  -2.54  0.082
H  4.63  -0.45  -2.53  0.117
H  -2.60  0.43  3.18  0.087
C  1.81  2.94  0.77  -0.032
C  -1.05  -3.53  -3.82  -0.177
C  -1.96  -1.59  -2.56  -0.171
H  6.55  -1.98  -1.32  0.081
H  -0.49  3.86  -1.55  0.088
C  -5.68  -0.12  1.22  -0.087
H  3.84  -3.58  0.23  0.114
H  -1.91  -6.81  -3.62  0.099
C  -0.46  0.56  3.03  -0.276
C  0.71  0.28  2.30  -0.252
C  0.71  2.82  -0.09  -0.379
H  2.09  2.10  1.38  0.076
C  -4.71  2.08  1.20  -0.028
C  -5.62  1.18  1.72  -0.088
C  -0.39  1.03  4.34  -0.010
H  0.54  -0.66  -4.70  0.117
H  3.41  4.16  1.48  0.105
H  -4.18  4.16  -0.49  0.100
C  1.12  5.09  -0.82  -0.094
O  -2.89  2.55  -0.35  -0.202
C  -0.15  -2.66  -4.48  -0.027
H  -0.05  2.08  6.72  0.073
C  2.03  -0.77  -0.39  -0.288
H  -6.29  1.49  2.50  0.098
H  -0.35  -5.31  -4.80  0.108
H  0.87  5.93  -1.46  0.102
As  0.31  -0.06  0.34  1.377
H  -6.40  -0.81  1.62  0.103
N  -2.88  -1.18  -1.70  0.082
C  2.22  5.19  0.02  -0.105
C  -1.94  -5.74  -3.44  -0.093
C  4.42  -2.05  -1.15  -0.266
H  2.82  6.09  0.04  0.096
H  2.58  1.89  -1.54  0.075
C  -1.00  -0.77  -3.24  -0.313
H  1.38  1.08  7.03  0.082
C  1.47  -2.74  1.11  -0.072
N  -2.94  0.06  -1.26  -0.097
C  -2.88  -3.87  -2.27  -0.027
C  2.82  -0.24  -1.41  -0.264
C  0.36  3.94  -0.87  -0.045
H  3.29  0.12  1.29  0.056
H  1.96  -3.64  1.49  0.082
H  3.05  1.11  -3.05  0.083
C  -4.83  -0.53  0.21  -0.005
H  5.91  -3.57  -0.89  0.073
O  -0.96  0.53  -3.00  -0.201
C  1.94  0.38  2.97  -0.291
H  -2.78  4.16  -1.58  0.086
C  -3.55  3.54  -1.13  -0.040
C  0.83  1.21  4.97  -0.267
H  -3.57  -5.87  -2.05  0.098
H  -1.30  1.28  4.86  0.114
C  3.57  -2.63  -0.22  -0.019
H  -2.00  1.22  1.71  0.060
H  0.55  -3.03  0.60  0.084
Cr  -1.38  1.28  -1.44  0.880
H  -4.89  -1.53  -0.19  0.100
C  -3.87  0.35  -0.32  -0.221
H  1.20  -2.10  1.95  0.053
C  -0.14  -1.32  -4.20  -0.009
C  2.44  1.00  -2.16  -0.036

E_tot, eV: -140990.713
Relative energy (zero: lowest compared OMol25 entry of this formula, charge and spin), kcal/mol: 6.4
E_HOMO (alpha / beta), Eh: -0.219 / -0.276
Max |F|, eV/Å: 2.1
2S+1: 5
Orbital gap (alpha / beta), eV: 5.26 / 7.03